a) {
  "formula": "C5H11NO2",
  "method": "ωB97M-V/def2-TZVPD",
  "smiles": "C[C@H](O)C(N)=O.C=C",
  "homo_energy_ev": -9.45,
  "homo_lumo_gap_ha": 0.3693,
  "elements": ["H", "H", "O", "H", "H", "H", "H", "C", "H", "C", "H", "H", "H", "C", "N", "H", "C", "O", "C"],
  "xyz": [[-0.37104, -0.01758, -1.30782], [-2.48254, -0.60689, -1.80234], [2.42516, -0.31760, 2.04411], [-1.34869, 0.35252, 1.38828], [3.69566, -1.62718, 0.32132], [-1.65634, 0.79781, -2.60147], [-2.97730, 0.76955, 0.17118], [2.09448, -0.50155, 0.88879], [-0.51428, -1.24860, 1.43090], [-2.01774, 0.36181, -1.67820], [0.07361, 0.18893, 2.29848], [0.98357, 1.25663, 0.33366], [2.54450, -1.26031, -0.95186], [-2.37884, 1.14462, -0.64455], [2.84324, -1.19457, 0.00727], [-2.01305, 2.15538, -0.54706], [0.85744, 0.16343, 0.27663], [0.63217, -0.25274, -1.00518], [-0.39003, -0.16366, 1.37786]],
  "nbo_charge": [0.497, 0.218, -0.627, 0.203, 0.403, 0.226, 0.199, 0.645, 0.208, -0.527, 0.235, 0.175, 0.416, -0.275, -0.817, 0.200, 0.036, -0.765, -0.651]
}

---

b) {
  "formula": "C5H11NO2",
  "method": "ωB97M-V/def2-TZVPD",
  "smiles": "C=C(C)O.CC(N)=O",
  "homo_energy_ev": -8.85,
  "homo_lumo_gap_ha": 0.3551,
  "elements": ["N", "H", "H", "H", "H", "H", "C", "C", "C", "H", "H", "O", "H", "C", "H", "C", "H", "O", "H"],
  "xyz": [[-0.20251, -0.56228, -2.80677], [0.49532, -1.16454, -3.31215], [1.13528, -1.34907, -0.60792], [0.37075, 1.91844, 2.10964], [-2.28018, 0.50068, 2.18073], [-1.59191, 1.43066, 0.80438], [-0.24517, 0.00286, 1.63112], [0.26341, 0.22842, -1.72530], [0.63248, 0.86009, 2.16168], [-0.76540, -1.82775, 1.72413], [1.75645, 0.32489, -0.31233], [0.02546, -1.36258, 1.45197], [2.26791, -0.53623, -1.77881], [1.44517, -0.38893, -1.05796], [-0.74899, -0.06693, -3.50711], [-1.64484, 0.43125, 1.25812], [-2.09288, -0.26115, 0.50274], [-0.36854, 1.22026, -1.36279], [1.54819, 0.60190, 2.64665]],
  "nbo_charge": [-0.849, 0.378, 0.265, 0.208, 0.220, 0.258, 0.325, 0.692, -0.507, 0.475, 0.249, -0.710, 0.221, -0.740, 0.389, -0.695, 0.219, -0.607, 0.210]
}

---

c) {
  "formula": "C5H11NO2",
  "method": "ωB97M-V/def2-TZVPD",
  "smiles": "CC(N)=O.C=CCO",
  "homo_energy_ev": -8.25,
  "homo_lumo_gap_ha": 0.3349,
  "elements": ["C", "N", "H", "H", "C", "C", "H", "C", "O", "H", "H", "H", "H", "C", "H", "H", "H", "O", "H"],
  "xyz": [[1.15389, -0.37443, 0.91483], [-1.95982, 0.62065, 0.87409], [1.38841, -1.34425, 1.33252], [-2.47937, 1.43195, 0.58418], [-1.40267, -0.20657, -0.04316], [1.81587, -0.23377, -0.58552], [1.57602, 0.71530, -1.07073], [0.91121, 0.66522, 1.71170], [1.51020, -1.26427, -1.49774], [1.33737, -2.07460, -0.99784], [-1.50400, 0.65883, 1.77607], [-0.64870, 0.60746, -1.81620], [-2.46438, 0.66866, -1.70522], [-1.56861, 0.09066, -1.49386], [-1.56743, -0.84437, -2.05091], [0.90991, 0.55945, 2.78388], [0.70982, 1.65333, 1.32706], [-0.61125, -1.08423, 0.32150], [2.89354, -0.24502, -0.36466]],
  "nbo_charge": [-0.093, -0.804, 0.194, 0.391, 0.689, -0.079, 0.168, -0.577, -0.723, 0.475, 0.421, 0.248, 0.211, -0.710, 0.250, 0.201, 0.186, -0.617, 0.170]
}

---

Computed relative energies in units of eV: a) 1.001; b) 0.000; c) 1.344

---

a) {
  "formula": "C5H11NO2",
  "method": "ωB97M-V/def2-TZVPD",
  "smiles": "C[C@@H](CCO)NC=O",
  "homo_energy_ev": -9.45,
  "homo_lumo_gap_ha": 0.3703,
  "elements": ["C", "C", "H", "H", "H", "O", "N", "C", "H", "O", "H", "H", "C", "H", "C", "H", "H", "H", "H"],
  "xyz": [[-0.93763, -0.10092, 0.94515], [-0.47715, 1.14724, 1.74931], [0.05604, -1.79819, -1.16047], [-0.39049, -0.98033, 1.21755], [-0.67721, 1.05365, -0.92873], [0.49174, 1.90576, 0.99950], [0.32459, -0.84964, -1.00337], [1.60852, -0.60305, -0.63160], [-2.91588, -0.16390, -0.67179], [2.49083, -1.43584, -0.65085], [0.08692, 0.80136, 2.61157], [0.16590, 2.80706, 0.93579], [-2.06549, -0.52005, -1.25407], [-1.97098, -0.26059, 1.26413], [-0.79337, 0.02566, -0.60618], [-2.05671, -0.38042, -2.33021], [-2.18291, -1.59860, -1.08699], [1.77604, 0.44959, -0.36695], [-1.36931, 1.72636, 1.93373]],
  "nbo_charge": [-0.437, -0.070, 0.391, 0.213, 0.215, -0.739, -0.626, 0.520, 0.216, -0.609, 0.186, 0.474, -0.611, 0.201, -0.049, 0.222, 0.201, 0.135, 0.170]
}

---

b) {
  "formula": "C5H11NO2",
  "method": "ωB97M-V/def2-TZVPD",
  "smiles": "CN[C@H](CO)CC=O",
  "homo_energy_ev": -9.18,
  "homo_lumo_gap_ha": 0.3664,
  "elements": ["H", "C", "H", "C", "H", "H", "C", "O", "H", "H", "H", "H", "N", "H", "H", "C", "C", "H", "O"],
  "xyz": [[-0.00749, 1.43251, -1.04077], [1.87435, 0.72466, -1.38193], [-2.70003, 0.52363, -1.21374], [0.20349, -0.57205, 1.57183], [-3.07862, -0.21388, 0.30070], [-1.85485, 1.05144, 0.24424], [-2.25878, 0.19154, -0.27577], [2.59683, 1.63173, -1.70798], [-1.12205, -1.07183, -1.43738], [-0.37080, -1.44502, 1.89223], [-0.13606, 0.32542, 2.09150], [2.01554, -0.28269, -1.82566], [-1.21362, -0.82130, -0.46394], [1.98565, -1.49091, 1.51127], [0.80258, -1.21115, -0.25510], [0.71629, 0.88670, -0.43683], [0.08304, -0.44960, 0.04133], [0.89852, 1.52449, 0.41714], [1.56601, -0.73371, 1.96886]],
  "nbo_charge": [0.241, 0.449, 0.195, -0.062, 0.196, 0.186, -0.425, -0.511, 0.362, 0.175, 0.176, 0.098, -0.626, 0.464, 0.182, -0.557, -0.065, 0.247, -0.725]
}

---

c) {
  "formula": "C5H11NO2",
  "method": "ωB97M-V/def2-TZVPD",
  "smiles": "CC(C)[C@@H](N)C(=O)O",
  "homo_energy_ev": -9.81,
  "homo_lumo_gap_ha": 0.3814,
  "elements": ["C", "H", "H", "O", "C", "H", "H", "H", "C", "C", "H", "H", "H", "N", "H", "H", "O", "C", "H"],
  "xyz": [[-0.80434, -0.80346, 0.65788], [-0.19592, 2.06844, -0.47165], [-0.27579, -0.75316, -1.45094], [1.90525, -0.42382, -1.37221], [-2.27323, -1.08221, 0.34368], [-1.39111, 0.29481, 2.44114], [-3.15062, -0.49451, 0.73104], [0.15566, -0.59178, 2.68399], [-0.18669, -0.09216, -0.58537], [1.26139, 0.19712, -0.41989], [-2.61604, -2.07772, 0.33684], [-0.28511, -1.80649, 0.66739], [-2.47241, -0.95662, -0.76201], [-0.84618, 1.29338, -0.82466], [-0.13225, 0.89567, 1.72770], [2.80215, -0.69800, -1.27725], [1.74561, 1.01403, 0.29810], [-0.50566, -0.04597, 1.94414], [-0.67093, 1.30405, -1.90344]],
  "nbo_charge": [-0.225, 0.377, 0.215, -0.703, -0.627, 0.215, 0.225, 0.215, -0.145, 0.777, 0.215, 0.204, 0.208, -0.828, 0.229, 0.505, -0.587, -0.625, 0.355]
}

---

Computed relative energies in units of eV: a) 0.000; b) 0.761; c) 0.574

---

a) {
  "formula": "C5H11NO2",
  "method": "ωB97M-V/def2-TZVPD",
  "homo_energy_ev": [-7.48, -7.48],
  "homo_lumo_gap_ha": [0.2675, 0.2675],
  "elements": ["H", "C", "C", "H", "H", "H", "H", "C", "H", "O", "H", "C", "H", "H", "C", "O", "H", "H", "N"],
  "xyz": [[0.11730, 1.25036, 2.37765], [-0.61199, -1.22604, 1.30665], [0.00643, 0.15741, -0.75357], [-0.12216, 2.18479, 0.89461], [-1.50012, 1.38712, 1.67743], [-1.19434, -1.53596, -1.40346], [0.40099, 0.21072, -3.16675], [-0.52435, -0.73463, -1.67330], [1.70840, 0.82799, -0.20376], [2.06362, 0.31078, 0.82080], [-0.66437, -2.06872, 0.62029], [-0.43573, 1.29870, 1.43819], [-1.55879, -1.12830, 1.84517], [2.40059, 1.01931, 1.37639], [-0.22791, 0.05005, 0.64009], [0.89248, 1.05803, -1.15316], [0.16617, -1.45162, 2.04013], [-0.70943, -1.03184, -3.71183], [-0.20679, -0.57815, -2.97157]],
  "nbo_charge": [0.230, -0.691, 0.118, 0.246, 0.222, 0.202, 0.429, 0.091, 0.492, -1.027, 0.218, -0.681, 0.222, 0.452, 0.352, -0.790, 0.263, 0.398, -0.747]
}

---

b) {
  "formula": "C5H11NO2",
  "method": "ωB97M-V/def2-TZVPD",
  "smiles": "[H]/N=C(/C)O[C@H](C)OC",
  "homo_energy_ev": -9.70,
  "homo_lumo_gap_ha": 0.3899,
  "elements": ["C", "H", "N", "H", "H", "O", "H", "C", "C", "H", "H", "H", "C", "O", "H", "H", "C", "H", "H"],
  "xyz": [[-1.50040, 1.43280, -0.65465], [2.17718, 0.10678, -2.58542], [-0.70041, -1.67280, 0.09863], [-1.89669, 1.86820, 0.26778], [-1.00569, -1.81332, 2.74249], [0.17741, 0.39456, 0.76193], [-1.62828, 2.14670, -1.47477], [1.74507, -0.07849, -1.59870], [-0.25971, -0.85859, 0.99337], [2.31521, 0.48194, -0.85078], [-2.11375, 0.55987, -0.90289], [0.55890, 1.97499, -0.48023], [-0.12207, -1.25274, 2.42692], [0.36698, 0.27981, -1.63389], [-0.02430, -0.36786, 3.06250], [0.76779, -1.87707, 2.54339], [-0.03215, 1.05142, -0.50203], [1.82293, -1.14882, -1.38679], [-0.64804, -1.22737, -0.82686]],
  "nbo_charge": [-0.653, 0.190, -0.727, 0.226, 0.241, -0.537, 0.224, -0.264, 0.562, 0.183, 0.229, 0.170, -0.679, -0.550, 0.224, 0.236, 0.379, 0.191, 0.356]
}

---

Computed relative energies in units of eV: a) 1.462; b) 0.000

---

a) {
  "formula": "CH2IOP",
  "method": "ωB97M-V/def2-TZVPD",
  "homo_energy_ev": -8.95,
  "homo_lumo_gap_ha": 0.3122,
  "elements": ["H", "O", "I", "C", "P", "H"],
  "xyz": [[-0.59591, -0.02776, 1.60498], [1.43103, 2.18335, 0.14748], [-2.70800, 0.22223, -0.16212], [-0.79963, 0.58867, 0.76667], [0.07112, 1.73724, -0.08982], [-0.93377, 1.50811, -1.00103]],
  "nbo_charge": [0.230, -0.978, 0.179, -0.935, 1.537, -0.034]
}

---

b) {
  "formula": "CH2IOP",
  "method": "ωB97M-V/def2-TZVPD",
  "homo_energy_ev": -9.50,
  "homo_lumo_gap_ha": 0.3338,
  "elements": ["P", "C", "O", "I", "H", "H"],
  "xyz": [[-0.21438, -1.27866, 0.56741], [0.31190, 0.49846, 0.07984], [-0.24579, -1.96782, -0.75465], [-1.77060, 0.96234, 0.01026], [1.06381, 0.98051, 0.91441], [0.85505, 0.80515, -0.81728]],
  "nbo_charge": [1.272, -0.955, -1.008, 0.196, 0.247, 0.250]
}

---

c) {
  "formula": "CH2IOP",
  "method": "ωB97M-V/def2-TZVPD",
  "smiles": "O=CPI",
  "homo_energy_ev": -9.55,
  "homo_lumo_gap_ha": 0.3143,
  "elements": ["H", "I", "O", "H", "C", "P"],
  "xyz": [[-0.12910, -1.25873, -1.34626], [2.45490, 0.20890, -0.02680], [-1.73437, 0.79072, -0.15720], [-0.21642, 0.94791, 1.10056], [-0.68760, 0.43857, 0.33726], [0.31260, -1.12738, 0.09245]],
  "nbo_charge": [0.016, -0.110, -0.490, 0.112, 0.169, 0.303]
}

---

Computed relative energies in units of eV: a) 1.510; b) 0.124; c) 0.000

---

a) {
  "formula": "CH2N2OS",
  "method": "ωB97M-V/def2-TZVPD",
  "homo_energy_ev": -10.29,
  "homo_lumo_gap_ha": 0.3853,
  "elements": ["O", "N", "H", "C", "S", "H", "N"],
  "xyz": [[-1.42900, 1.08276, 0.90528], [-0.76454, -2.26639, 0.03494], [1.59755, 0.72071, 0.63575], [-0.89466, -1.13797, -0.18288], [-0.81154, 0.63838, -0.27713], [1.34661, 0.63062, -1.00460], [0.95558, 0.33190, -0.11136]],
  "nbo_charge": [-0.895, -0.261, 0.417, -0.061, 1.475, 0.377, -1.052]
}

---

b) {
  "formula": "CH2N2OS",
  "method": "ωB97M-V/def2-TZVPD",
  "homo_energy_ev": [-10.32, -11.63],
  "homo_lumo_gap_ha": [0.3402, 0.3320],
  "elements": ["H", "S", "H", "N", "C", "N", "O"],
  "xyz": [[0.52994, -0.94732, -0.44343], [-1.55133, 0.06320, 0.66653], [2.00599, -1.28780, -1.04075], [1.19005, -1.75557, -0.77422], [-0.78859, 1.48131, -0.05572], [-0.18431, 2.36825, -0.42077], [-1.20175, 0.07794, 2.06836]],
  "nbo_charge": [0.267, 1.038, 0.288, -0.560, -0.079, -0.230, -0.724]
}

---

Computed relative energies in units of eV: a) 0.000; b) 1.983